No. 1
This record from OMol25 describes a structure of composition C32H57CaN2O2P2. The level of theory is the ωB97M-V functional and the def2-TZVPD basis.

The LUMO energy (alpha / beta) comes out at -0.107 / -0.107 Eh. The calculated total energy is -78192.8395 eV. For the orbital gap (alpha / beta), the calculation gives 3.55 / 3.54 eV. The value obtained for the energy above the lowest of the compared OMol25 structures with the same formula, charge and spin is 440.5 kJ/mol.

The geometry in ORCA input format:
```
! wB97M-V def2-TZVPD RIJCOSX def2/J DEFGRID3
* xyz 1 1
C -0.546 -2.592 -1.440
C 1.475 -1.425 -1.488
C 0.033 -3.654 -2.135
C 2.128 -2.527 -2.071
C 1.392 -3.674 -2.427
H -0.603 -4.493 -2.366
H 3.192 -2.474 -2.316
H 1.863 -4.562 -2.876
N 0.175 -1.516 -1.082
P -2.738 -1.760 0.345
P 2.903 0.975 -0.170
C -2.038 -2.650 -1.139
H -2.519 -2.231 -2.042
H -2.319 -3.717 -1.079
C 2.095 0.009 -1.603
H 2.830 -0.074 -2.387
C 4.369 2.092 -1.105
C 3.280 0.709 1.682
C -4.162 -0.602 -0.332
C -3.382 -3.326 1.281
C 3.847 3.530 -1.142
H 3.792 3.963 -0.139
H 4.535 4.172 -1.722
H 2.853 3.594 -1.596
C 5.734 2.083 -0.394
H 5.681 2.539 0.595
H 6.147 1.071 -0.317
H 6.460 2.676 -0.983
C 4.701 1.668 -2.560
H 5.002 2.547 -3.155
H 5.580 1.011 -2.575
H 3.919 1.174 -3.140
C 3.584 2.017 2.424
H 2.729 2.707 2.388
H 3.782 1.796 3.487
H 4.466 2.525 2.026
C 2.018 0.102 2.342
H 1.191 0.837 2.369
H 1.748 -0.846 1.853
H 2.229 -0.130 3.393
C 4.452 -0.292 1.817
H 5.410 0.136 1.493
H 4.567 -0.606 2.868
H 4.268 -1.198 1.217
C -3.913 -2.868 2.647
H -4.268 -3.756 3.189
H -3.128 -2.390 3.244
H -4.755 -2.172 2.556
C -2.163 -4.242 1.515
H -1.700 -4.589 0.583
H -1.394 -3.739 2.115
H -2.498 -5.138 2.061
C -4.483 -4.124 0.559
H -4.588 -5.092 1.077
H -5.463 -3.635 0.614
H -4.267 -4.344 -0.494
C -4.112 -0.364 -1.851
H -4.436 -1.244 -2.426
H -4.820 0.450 -2.081
H -3.126 -0.043 -2.213
C -3.911 0.730 0.405
H -2.959 1.199 0.100
H -4.706 1.446 0.153
H -3.904 0.600 1.497
C -5.571 -1.115 0.007
H -5.821 -2.032 -0.546
H -5.720 -1.280 1.084
H -6.300 -0.345 -0.305
Ca -0.351 0.288 0.695
C -0.679 -1.568 3.193
O -0.640 -2.030 4.244
N 1.337 1.657 -0.318
C 1.198 1.115 -1.584
C 0.657 1.718 -2.897
C 1.656 1.577 -4.068
C -0.503 0.838 -3.327
C 0.299 3.195 -2.804
H 2.510 2.262 -3.957
H 2.011 0.536 -4.168
H 1.135 1.831 -5.012
H -1.286 0.815 -2.565
H -0.913 1.186 -4.288
H -0.139 -0.181 -3.488
H -0.275 3.495 -3.684
H -0.316 3.409 -1.936
H 1.181 3.838 -2.797
C -1.336 3.638 3.477
C -1.363 2.157 3.433
C -1.732 1.430 4.681
O -1.076 1.512 2.379
H -1.424 3.993 4.510
H -2.173 4.052 2.903
H -0.405 4.023 3.051
H -2.563 0.729 4.503
H -0.885 0.847 5.081
H -2.045 2.145 5.456
*
```

No. 2
This record from OMol25 describes a cluster of 2 separate species, C2H4NOS2 in total. The level of theory is the ωB97M-V functional and the def2-TZVPD basis.

The LUMO energy (alpha / beta) comes out at 0.131 / 0.131 Eh. The calculated total energy is -27345.7211 eV. For the orbital gap (alpha / beta), the calculation gives 6.86 / 6.86 eV. The value obtained for the energy above the lowest of the compared OMol25 structures with the same formula, charge and spin is 211.4 kJ/mol.

The geometry in ORCA input format:
```
! wB97M-V def2-TZVPD RIJCOSX def2/J DEFGRID3
* xyz -1 1
C -0.943 -3.160 -2.122
C 0.583 0.077 -1.176
N -0.920 -2.361 0.657
O -1.001 -4.391 -1.959
S -0.503 -2.095 -3.282
S -1.804 -2.405 -0.537
H -0.233 -0.636 -1.215
H 0.493 0.605 -2.132
H 0.570 0.787 -0.206
H 1.370 -0.770 -1.035
*
```

No. 3
This record from OMol25 describes a cluster of 9 separate species, C29H72F9N6O15S3 in total. The level of theory is the ωB97M-V functional and the def2-TZVPD basis.

The LUMO energy (alpha / beta) comes out at -0.334 / -0.478 Eh. The calculated total energy is -127810.1770 eV. For the orbital gap (alpha / beta), the calculation gives 6.65 / 2.73 eV. Its expectation value of S² is 0.765.

The geometry in ORCA input format:
```
! wB97M-V def2-TZVPD RIJCOSX def2/J DEFGRID3
* xyz 4 2
C 1.421 3.847 3.440
C 0.227 3.747 2.495
O -0.527 2.815 2.381
N -0.158 5.059 1.814
H 0.078 5.846 2.402
H 0.456 5.415 1.096
C -1.673 5.338 1.443
H 1.039 4.111 4.426
H 2.135 4.636 3.204
H 1.837 2.845 3.545
H -1.837 5.075 0.398
H -1.823 6.417 1.397
H -2.350 5.013 2.233
C -2.131 -0.022 4.160
C -3.486 0.585 3.849
O -4.228 0.094 2.960
N -3.902 1.880 4.572
H -4.870 1.699 4.794
H -3.412 2.063 5.436
C -3.777 3.076 3.620
H -1.686 -0.634 3.376
H -2.216 -0.758 4.959
H -1.412 0.747 4.444
H -4.039 3.925 4.251
H -4.327 3.074 2.680
H -2.702 3.235 3.530
C 3.997 -2.794 -5.606
N 4.724 -2.786 -4.299
C 5.212 -4.236 -3.992
C 5.941 -1.828 -4.308
C 3.732 -2.255 -3.211
C 4.446 -2.019 -1.882
O 3.467 -1.326 -1.164
H 3.378 -1.904 -5.718
H 3.435 -3.726 -5.679
H 4.543 -2.745 -6.548
H 5.872 -4.544 -4.804
H 4.458 -5.022 -4.021
H 5.645 -4.321 -2.996
H 6.572 -2.075 -5.161
H 6.559 -1.921 -3.415
H 5.478 -0.859 -4.495
H 2.990 -3.051 -3.156
H 3.234 -1.356 -3.574
H 5.273 -1.309 -1.915
H 4.811 -2.914 -1.379
H 3.556 -1.653 -0.266
C -5.800 -5.481 1.820
N -5.323 -3.998 1.479
C -5.377 -3.700 -0.062
C -6.232 -2.989 2.213
C -3.794 -3.871 1.782
C -3.381 -4.246 3.200
O -3.935 -3.422 4.144
H -5.823 -5.435 2.909
H -5.026 -6.204 1.563
H -6.784 -5.709 1.411
H -6.378 -3.913 -0.436
H -4.869 -4.513 -0.580
H -5.064 -2.663 -0.184
H -7.102 -2.701 1.623
H -5.615 -2.093 2.271
H -6.618 -3.258 3.197
H -3.557 -2.814 1.658
H -3.363 -4.573 1.069
H -2.296 -4.187 3.280
H -3.550 -5.254 3.579
H -3.479 -3.442 4.988
C 0.135 -1.266 -2.367
N -0.511 -0.231 -1.460
C 0.571 0.588 -0.708
C -1.416 0.729 -2.255
C -1.427 -0.956 -0.438
C -2.446 -0.074 0.383
O -2.272 1.312 0.537
H 0.532 -0.693 -3.204
H -0.484 -2.114 -2.661
H 0.903 -1.632 -1.686
H 1.197 -0.048 -0.083
H 0.218 1.366 -0.031
H 1.153 1.192 -1.404
H -1.464 1.727 -1.820
H -2.404 0.302 -2.427
H -0.907 0.900 -3.203
H -0.853 -1.568 0.258
H -1.947 -1.634 -1.115
H -2.473 -0.615 1.329
H -3.480 -0.252 0.089
H -2.897 1.785 -0.019
C 4.087 1.950 -0.330
N 5.487 2.570 -0.659
C 6.330 1.485 -1.384
C 5.384 3.700 -1.707
C 6.199 3.151 0.604
C 7.438 4.084 0.471
O 8.410 3.338 -0.260
H 3.685 1.507 -1.241
H 3.555 2.747 0.190
H 4.297 1.165 0.396
H 6.485 0.804 -0.548
H 7.181 2.021 -1.803
H 5.767 0.907 -2.117
H 4.778 4.495 -1.273
H 4.895 3.309 -2.599
H 6.309 4.046 -2.167
H 6.462 2.340 1.283
H 5.367 3.628 1.121
H 7.878 4.305 1.444
H 7.009 4.968 -0.001
H 8.710 2.646 0.334
C 1.944 -0.254 3.332
F 2.922 0.304 3.992
F 0.928 -0.275 4.230
F 1.549 0.566 2.429
S 2.466 -2.041 2.709
O 3.296 -2.548 3.825
O 1.168 -2.708 2.462
O 3.198 -1.740 1.417
C -5.129 -1.534 -3.549
F -6.079 -2.344 -3.238
F -5.428 -1.095 -4.828
F -4.986 -0.464 -2.624
S -3.586 -2.609 -3.511
O -3.297 -3.019 -2.107
O -3.877 -3.731 -4.361
O -2.599 -1.762 -4.138
C -5.525 2.901 -0.863
F -6.552 3.644 -0.787
F -5.109 2.349 0.321
F -5.772 1.947 -1.766
S -4.129 3.928 -1.544
O -4.238 5.328 -1.042
O -2.946 3.306 -1.084
O -4.252 3.846 -2.987
*
```